ORCA calculation (ωB97M-V with the def2-TZVPD basis set) on a structure of composition C12H9ClNOPSSn in a non-equilibrium geometry.

The geometry in XYZ format:
```
27
C12H9ClNOPSSn, DFT ωB97M-V with the def2-TZVPD basis set
O 2.40 2.38 -0.35
P 1.48 2.36 -1.71
Cl 1.07 4.32 -2.20
C -0.17 1.68 -1.11
C -1.25 2.53 -0.87
C -2.49 2.06 -0.47
C -2.69 0.68 -0.27
C -1.63 -0.19 -0.50
C -0.35 0.30 -0.91
N 0.68 -0.58 -1.11
C 0.90 -1.44 0.04
C 2.13 -1.55 0.65
C 2.27 -2.36 1.76
C 1.22 -3.10 2.27
C -0.01 -2.99 1.65
C -0.14 -2.16 0.56
S -1.71 -1.93 -0.28
H 2.06 3.10 0.22
H -1.10 3.60 -1.00
H -3.29 2.78 -0.29
H -3.66 0.27 0.04
H 1.55 -0.08 -1.26
H 2.96 -0.97 0.25
H 3.23 -2.43 2.25
H 1.33 -3.73 3.15
H -0.90 -3.52 1.99
Sn -3.88 0.97 -2.48
```

Output
HOMO-LUMO gap	4.30	eV
charge	+2
HOMO	-14.73	eV
LUMO	-10.4	eV

***

ORCA calculation (ωB97M-V with the def2-TZVPD basis set) on a structure of composition C12H9HfN4O6.

The geometry in XYZ format:
```
32
C12H9HfN4O6, DFT ωB97M-V with the def2-TZVPD basis set
Hf 0.17 0.29 -0.30
O -0.39 1.66 3.57
C -0.36 0.99 2.59
O 0.05 1.40 1.37
C -0.84 -0.44 2.53
C -1.37 -1.19 3.56
C -1.81 -2.48 3.26
C -1.74 -2.98 1.97
C -1.20 -2.16 0.99
N -0.75 -0.95 1.30
C -1.09 -2.45 -0.49
O -1.44 -3.47 -1.00
O -0.56 -1.39 -1.14
H -1.44 -0.77 4.55
H -2.23 -3.09 4.05
H -2.11 -3.96 1.71
N 2.58 1.72 -3.61
C 2.36 1.06 -2.49
O 1.19 1.14 -1.93
C 3.37 0.27 -1.87
C 2.87 -0.29 -0.71
N 2.17 -0.58 0.17
C 4.67 0.13 -2.40
N 5.70 0.08 -2.91
H 1.85 2.26 -4.03
H 3.49 1.68 -4.06
C -2.24 2.59 -0.57
O -1.64 1.33 -1.00
H -3.26 2.41 -0.25
H -2.21 3.30 -1.40
H -1.64 2.95 0.26
H -2.15 0.94 -1.72
```

Output
HOMO-LUMO gap	8.34	eV
charge	+1
HOMO	-12.55	eV
LUMO	-4.2	eV

***

ORCA calculation (ωB97M-V with the def2-TZVPD basis set) on a structure of composition C13H10CeF5N in a non-equilibrium geometry.

The geometry in XYZ format:
```
30
C13H10CeF5N, DFT ωB97M-V with the def2-TZVPD basis set
C -1.15 -2.73 -0.76
C -2.39 -2.01 -0.67
C -2.52 -1.50 0.67
C -1.36 -1.91 1.40
C -0.51 -2.66 0.52
Ce -0.53 -0.23 -0.48
N 0.19 0.00 -2.54
C -0.84 0.74 -3.28
C -2.11 0.71 -2.44
H -3.38 -0.95 1.06
H -3.11 -1.87 -1.48
H -1.18 -1.71 2.46
H 0.43 -3.15 0.79
H -0.78 -3.26 -1.65
H -2.89 0.10 -2.89
H -0.98 0.31 -4.29
H 1.00 -0.25 -3.10
H -2.45 1.71 -2.14
H -0.53 1.79 -3.44
F 0.66 2.19 -0.29
C 1.43 1.76 0.81
C 1.12 0.54 1.38
C 1.78 0.17 2.54
F 1.46 -0.97 3.21
C 2.79 1.00 3.07
F 3.42 0.65 4.21
C 3.13 2.20 2.44
F 4.11 2.98 2.95
C 2.44 2.60 1.29
F 2.74 3.75 0.66
```

Output
2S+1	2
HOMO-LUMO gap (alpha / beta)	5.72 / 5.72	eV
charge	-1
HOMO (alpha / beta)	-2.99 / -2.98	eV
expectation value of S²	0.751
LUMO (alpha / beta)	2.7 / 2.7	eV

***

ORCA calculation (ωB97M-V with the def2-TZVPD basis set) on a structure of composition C13H11AsBr2F6MnN2O.

The geometry in XYZ format:
```
37
C13H11AsBr2F6MnN2O, DFT ωB97M-V with the def2-TZVPD basis set
Mn -0.14 0.91 -1.03
C 2.56 -0.78 0.34
C 1.91 0.21 1.24
C 2.39 0.43 2.55
C 1.81 1.36 3.37
C 0.73 2.12 2.89
C 0.01 3.14 3.62
Br 0.46 3.53 5.34
C -1.05 3.86 3.03
C -1.46 3.60 1.74
Br -2.83 4.53 0.94
C -0.78 2.59 1.00
O -1.06 2.30 -0.22
C 0.31 1.87 1.60
N 0.87 0.93 0.79
H 3.12 -1.52 0.91
H 3.27 -0.27 -0.33
H 1.84 -1.30 -0.29
H 3.22 -0.16 2.89
H 2.19 1.51 4.37
H -1.55 4.62 3.61
F 0.98 0.07 -2.06
As 1.83 -1.80 -3.66
F 2.36 -3.04 -4.64
F 0.15 -1.82 -3.90
F 1.54 -2.67 -2.22
F 1.90 -0.48 -4.70
F 3.25 -1.24 -2.94
C -3.04 -3.50 -1.82
C -3.57 -2.10 -1.49
C -2.49 -1.15 -1.25
N -1.61 -0.43 -1.05
H -3.89 -4.18 -1.88
H -2.37 -3.86 -1.05
H -2.52 -3.50 -2.78
H -4.20 -2.09 -0.60
H -4.17 -1.69 -2.31
```

Output
2S+1	6
HOMO-LUMO gap (alpha / beta)	6.05 / 6.09	eV
charge	+2
HOMO (alpha / beta)	-15.70 / -16.27	eV
expectation value of S²	8.807
LUMO (alpha / beta)	-9.6 / -10.2	eV

***

ORCA calculation (ωB97M-V with the def2-TZVPD basis set) on an isolated molecule of C13H11BrO3 in a non-equilibrium geometry.

The geometry in XYZ format:
```
28
C13H11BrO3, DFT ωB97M-V with the def2-TZVPD basis set
O 0.94 -0.03 3.37
C 0.78 0.02 2.12
C -0.57 -0.49 1.40
C -0.53 -1.14 0.14
C -1.80 -1.64 -0.69
C -3.21 -1.26 -0.01
C -3.58 0.30 -0.07
O -3.52 0.87 -1.40
C 0.91 -1.36 -0.55
O 1.23 -2.39 -1.20
C 1.96 -0.15 -0.30
C 2.95 0.29 -1.39
C 3.89 1.48 -1.07
Br 5.13 2.09 -2.51
C 3.87 2.17 0.34
C 2.87 1.73 1.46
C 1.91 0.57 1.10
H -1.57 -0.27 1.93
H -1.78 -2.77 -0.87
H -1.77 -1.09 -1.71
H -4.02 -1.82 -0.62
H -3.23 -1.70 1.05
H -4.68 0.43 0.29
H -2.94 0.95 0.62
H -3.63 0.15 -2.07
H 2.93 -0.24 -2.40
H 4.61 3.03 0.56
H 2.85 2.25 2.49
```

Output
HOMO-LUMO gap	7.95	eV
charge	0
HOMO	-9.24	eV
SMILES	O=C1C=C(CCCO)C(=O)c2cc(Br)ccc21
LUMO	-1.3	eV

***

ORCA calculation (ωB97M-V with the def2-TZVPD basis set) on the ion C13H11Cl2FN2 with charge +2.

The geometry in XYZ format:
```
29
C13H11Cl2FN2, DFT ωB97M-V with the def2-TZVPD basis set
C 4.05 0.76 1.29
C 4.38 0.21 -0.07
Cl 6.03 0.12 -0.45
C 3.48 -0.19 -0.98
Cl 3.84 -0.75 -2.55
N 2.06 -0.15 -0.71
C 1.56 -0.83 0.34
C 0.21 -0.82 0.61
C -0.65 -0.12 -0.24
C -2.12 -0.12 0.00
C -2.91 -1.15 -0.53
C -4.26 -1.14 -0.32
N -4.76 -0.13 0.39
F -6.09 -0.13 0.60
C -4.08 0.88 0.93
C -2.72 0.89 0.74
C -0.11 0.57 -1.32
C 1.25 0.54 -1.54
H 3.23 1.48 1.23
H 3.80 -0.04 1.98
H 4.92 1.26 1.69
H 2.26 -1.40 0.94
H -0.15 -1.38 1.46
H -2.48 -1.95 -1.11
H -4.95 -1.89 -0.69
H -4.64 1.61 1.49
H -2.15 1.70 1.17
H -0.73 1.13 -2.01
H 1.72 1.05 -2.36
```

Output
HOMO-LUMO gap	7.40	eV
charge	+2
HOMO	-15.31	eV
LUMO	-7.9	eV

***

ORCA calculation (ωB97M-V with the def2-TZVPD basis set) on an isolated molecule of C13H11ClO4 in a non-equilibrium geometry.

The geometry in XYZ format:
```
29
C13H11ClO4, DFT ωB97M-V with the def2-TZVPD basis set
C 0.32 -2.34 0.25
C 1.16 -1.18 -0.14
C 1.01 -0.24 -1.13
C 2.13 0.62 -1.02
C 2.88 0.15 0.03
C 4.15 0.60 0.63
O 4.71 0.03 1.52
O 4.65 1.73 0.10
H 4.09 2.10 -0.59
O 2.28 -0.95 0.56
H 2.32 1.47 -1.64
C -0.09 -0.13 -2.13
H -0.11 0.87 -2.57
H 0.06 -0.85 -2.94
O -1.36 -0.49 -1.61
C -1.87 0.06 -0.48
C -2.85 -0.73 0.14
C -3.49 -0.33 1.29
C -3.16 0.87 1.88
C -2.21 1.68 1.29
C -1.58 1.29 0.11
Cl -0.47 2.45 -0.56
H -1.96 2.63 1.72
H -3.64 1.19 2.79
H -4.24 -0.97 1.73
H -3.08 -1.67 -0.34
H 0.96 -3.14 0.62
H -0.26 -2.69 -0.60
H -0.37 -2.06 1.05
```

Output
HOMO-LUMO gap	9.41	eV
charge	0
HOMO	-8.97	eV
SMILES	Cc1oc(C(=O)O)cc1COc1ccccc1Cl
LUMO	0.4	eV

***

ORCA calculation (ωB97M-V with the def2-TZVPD basis set) on the ion C13H11F3N2O3PS2 with charge +1 in a non-equilibrium geometry.

The geometry in XYZ format:
```
35
C13H11F3N2O3PS2, DFT ωB97M-V with the def2-TZVPD basis set
O 2.25 -0.07 3.26
C 1.70 -0.53 2.29
C 0.17 -0.99 2.31
C -0.56 -0.07 1.31
C -0.43 1.40 1.30
C -1.19 2.10 0.27
P -0.97 4.00 0.21
S -2.24 4.88 -0.94
N -2.03 1.64 -0.66
N -2.08 0.33 -0.58
S -3.19 -0.39 -1.79
O -4.25 0.56 -2.02
O -2.47 -0.57 -3.03
C -4.00 -1.93 -1.14
F -5.08 -2.15 -1.94
F -3.18 -3.01 -1.33
F -4.45 -1.84 0.13
C -1.45 -0.52 0.25
C 2.44 -0.65 0.93
C 3.50 0.25 0.52
C 4.20 0.13 -0.76
C 3.79 -0.92 -1.68
C 2.71 -1.86 -1.32
C 2.06 -1.71 -0.03
H 0.11 -2.07 2.03
H -0.19 -0.81 3.35
H 0.21 1.96 2.01
H -0.93 4.48 1.56
H 0.36 4.18 -0.31
H -1.61 -1.62 0.13
H 3.85 1.07 1.19
H 5.00 0.84 -1.06
H 4.27 -1.02 -2.68
H 2.43 -2.66 -2.04
H 1.26 -2.42 0.27
```

Output
HOMO-LUMO gap	5.98	eV
charge	+1
HOMO	-12.04	eV
SMILES	O=C(Cc1cc([PH2]=S)n[n+](S(=O)(=O)C(F)(F)F)c1)c1ccccc1
LUMO	-6.1	eV

***

The lowest charge belongs to which entry? C13H10CeF5N

***

Copy entry 2 word for word.
ORCA calculation (ωB97M-V with the def2-TZVPD basis set) on a structure of composition C12H9HfN4O6.

The geometry in XYZ format:
```
32
C12H9HfN4O6, DFT ωB97M-V with the def2-TZVPD basis set
Hf 0.17 0.29 -0.30
O -0.39 1.66 3.57
C -0.36 0.99 2.59
O 0.05 1.40 1.37
C -0.84 -0.44 2.53
C -1.37 -1.19 3.56
C -1.81 -2.48 3.26
C -1.74 -2.98 1.97
C -1.20 -2.16 0.99
N -0.75 -0.95 1.30
C -1.09 -2.45 -0.49
O -1.44 -3.47 -1.00
O -0.56 -1.39 -1.14
H -1.44 -0.77 4.55
H -2.23 -3.09 4.05
H -2.11 -3.96 1.71
N 2.58 1.72 -3.61
C 2.36 1.06 -2.49
O 1.19 1.14 -1.93
C 3.37 0.27 -1.87
C 2.87 -0.29 -0.71
N 2.17 -0.58 0.17
C 4.67 0.13 -2.40
N 5.70 0.08 -2.91
H 1.85 2.26 -4.03
H 3.49 1.68 -4.06
C -2.24 2.59 -0.57
O -1.64 1.33 -1.00
H -3.26 2.41 -0.25
H -2.21 3.30 -1.40
H -1.64 2.95 0.26
H -2.15 0.94 -1.72
```

Output
HOMO-LUMO gap	8.34	eV
charge	+1
HOMO	-12.55	eV
LUMO	-4.2	eV